# 1
Computed, not measured: the ion C13H16BFI2O8 with charge -2 at a distorted geometry, with ωB97M-V with the def2-TZVPD basis set.

```
41
Properties=species:S:1:pos:R:3:nbo_charge:R:1
C -2.94 0.94 2.07 -0.655
C -2.26 1.17 0.68 0.230
F -2.76 0.19 -0.22 -0.378
C -0.69 1.30 0.70 -0.489
C 0.08 0.05 1.26 0.280
C 0.36 0.33 2.79 -0.835
B 1.61 1.32 3.06 1.183
O 1.37 2.69 3.45 -0.973
O 2.95 0.95 2.94 -0.882
O -0.77 -1.14 1.35 -0.593
C -0.66 -1.94 0.18 0.843
O -1.37 -2.88 0.03 -0.551
C 0.50 -1.36 -0.78 -0.310
C 0.05 -0.52 -2.02 -0.460
C -0.33 -1.36 -3.29 -0.255
C -0.45 -0.32 -4.50 -0.638
I -2.29 -2.32 -3.17 0.012
C 1.47 -2.56 -1.24 0.744
O 1.12 -3.76 -1.13 -0.745
O 2.62 -2.30 -1.79 -0.776
C 1.27 -0.55 0.40 -0.159
I 2.36 -2.06 1.58 0.144
C 2.35 0.47 -0.17 0.705
O 2.02 1.63 -0.56 -0.815
O 3.57 0.12 -0.19 -0.727
H -2.71 -0.05 2.54 0.245
H -4.06 1.06 1.97 0.197
H -2.62 1.79 2.75 0.197
H -2.65 2.16 0.30 0.147
H -0.46 2.25 1.26 0.206
H -0.38 1.51 -0.36 0.276
H 0.55 -0.60 3.39 0.270
H -0.53 0.81 3.30 0.218
H 1.02 3.17 2.68 0.489
H 3.49 1.74 2.73 0.497
H -0.89 0.04 -1.72 0.213
H 0.78 0.26 -2.34 0.269
H 0.45 -2.10 -3.62 0.252
H -0.47 -0.82 -5.50 0.203
H 0.53 0.25 -4.47 0.212
H -1.26 0.44 -4.34 0.204
```

Output
- SMILES = C[C@H](F)C[C@@]1(CB(O)O)OC(=O)[C@](C[C@H](C)I)(C(=O)[O-])[C@@]1(I)C(=O)[O-]
- E_HOMO (eV) = -1.2
- energy (eV) = -49718.2905
- total charge = -2
- frontier orbital gap (eV) = 5.51

---

# 2
Computed, not measured: a cluster of 7 separate species, C13H16Cl12O9 in total at a distorted geometry, with ωB97M-V with the def2-TZVPD basis set.

```
50
Properties=species:S:1:pos:R:3:nbo_charge:R:1
C 0.61 3.03 3.41 -0.265
Cl 1.33 4.68 3.55 0.002
Cl 1.91 1.88 3.08 0.000
Cl -0.61 3.02 2.11 0.039
H 0.15 2.83 4.38 0.237
C -3.37 -0.28 1.15 -0.276
Cl -2.82 -1.67 0.12 -0.010
Cl -4.76 -0.62 2.17 0.028
Cl -3.68 1.18 0.24 0.037
H -2.54 -0.07 1.83 0.230
C 3.47 -3.72 -2.75 -0.290
Cl 4.00 -2.29 -1.94 0.031
Cl 3.19 -5.05 -1.56 0.002
Cl 4.58 -4.03 -4.08 0.032
H 2.51 -3.55 -3.24 0.231
C 2.06 3.80 -1.89 -0.282
Cl 1.82 5.51 -2.11 0.048
Cl 2.29 3.40 -0.19 -0.008
Cl 3.57 3.27 -2.70 -0.017
H 1.25 3.19 -2.28 0.258
C 2.00 0.04 -0.03 -0.113
C 0.78 -0.32 0.75 -0.113
O -0.25 0.47 0.03 -0.498
C 0.17 0.82 -1.19 0.987
O -0.52 1.46 -2.02 -0.616
O 1.49 0.46 -1.31 -0.499
H 2.58 -0.86 -0.25 0.206
H 2.63 0.79 0.43 0.200
H 0.85 -0.09 1.81 0.222
H 0.48 -1.36 0.60 0.203
C -4.57 -0.11 -3.41 -0.095
C -3.26 0.71 -3.35 -0.105
O -3.62 1.98 -3.89 -0.480
C -4.95 2.08 -3.98 0.972
O -5.56 2.99 -4.49 -0.582
O -5.51 0.91 -3.66 -0.495
H -4.86 -0.78 -2.60 0.205
H -4.51 -0.77 -4.28 0.170
H -2.48 0.14 -3.85 0.197
H -2.92 0.79 -2.32 0.207
C 2.53 -2.90 3.61 -0.107
C 2.03 -1.68 4.34 -0.098
O 0.77 -1.51 3.85 -0.480
C 0.35 -2.63 3.28 0.960
O -0.74 -2.84 2.70 -0.597
O 1.29 -3.56 3.26 -0.465
H 3.14 -3.52 4.27 0.215
H 3.12 -2.57 2.76 0.188
H 2.68 -0.81 4.22 0.202
H 1.90 -1.82 5.41 0.185
```

Output
- SMILES = ClC(Cl)Cl.ClC(Cl)Cl.ClC(Cl)Cl.ClC(Cl)Cl.O=C1OCCO1.O=C1OCCO1.O=C1OCCO1
- E_HOMO (eV) = -10.5
- energy (eV) = -182435.8496
- frontier orbital gap (eV) = 10.27

---

# 3
Computed, not measured: a structure of composition C13H16ClHgIN2 at a distorted geometry, with ωB97M-V with the def2-TZVPD basis set.

```
34
Properties=species:S:1:pos:R:3:nbo_charge:R:1
C 3.39 4.13 1.51 -0.620
C 4.54 3.19 1.15 -0.605
H 3.11 4.75 0.66 0.198
H 3.69 4.78 2.35 0.196
H 2.49 3.59 1.81 0.223
H 4.25 2.40 0.47 0.193
H 5.34 3.78 0.67 0.198
H 4.96 2.71 2.05 0.198
C -2.82 1.15 -0.27 0.058
C -4.05 1.06 -0.94 -0.244
C -4.29 -0.04 -1.75 -0.160
C -3.28 -1.01 -1.86 -0.219
H -2.59 2.00 0.37 0.230
H -4.78 1.84 -0.81 0.229
H -5.22 -0.17 -2.29 0.226
H -3.39 -1.89 -2.49 0.213
N -1.86 0.23 -0.37 -0.465
C -2.07 -0.85 -1.14 0.150
C -0.98 -1.85 -1.21 0.181
N 0.16 -1.56 -0.54 -0.498
C 1.17 -2.44 -0.52 0.067
C -0.02 -3.93 -1.96 -0.153
C 1.12 -3.64 -1.22 -0.247
H 2.03 -2.17 0.08 0.208
H 1.97 -4.30 -1.18 0.230
C -1.08 -3.03 -1.96 -0.220
H -1.99 -3.19 -2.55 0.219
H -0.10 -4.85 -2.54 0.227
Hg 0.51 0.42 0.93 1.198
I 0.01 3.02 1.67 -0.649
Cl -0.10 -2.46 2.54 -0.077
C 0.03 -0.76 2.78 -0.914
H -0.97 -0.38 3.08 0.215
H 0.82 -0.52 3.50 0.211
```

Output
- E_HOMO (eV) = -7.5
- energy (eV) = -41518.3696
- frontier orbital gap (eV) = 6.84